No. 1
C3H7OS | ωB97M-V/def2-TZVPD

Summary:
Gap between HOMO and LUMO = 6.98 eV
E = -591.926577 Ha
Energy relative to the best compared isomer or geometry (same formula, charge and spin) = 26.2 kcal/mol
LUMO = 4.166 eV

The geometry in ORCA input format:
```
! RIJCOSX wB97M-V def2-TZVPD def2/J DEFGRID3
* xyz -1 1
C 0.346 2.074 2.203
S -0.474 1.892 0.614
H -0.401 2.298 2.938
H 0.756 1.188 2.679
H 1.210 2.766 2.143
C -0.284 -2.159 -2.271
C 0.070 -1.210 -1.379
O -0.743 -0.936 -0.346
H 0.505 -2.670 -2.869
H -1.215 -2.606 -2.212
H 1.038 -0.654 -1.459
H -0.809 0.017 -0.040
*
```

=====

No. 2
C55H58BClF12N3O4ScTe | ωB97M-V/def2-TZVPD

Summary:
Gap between HOMO and LUMO = 5.45 eV
E = -5308.413088 Ha
Energy relative to the best compared isomer or geometry (same formula, charge and spin) = 0.0 kcal/mol
LUMO = 3.645 eV

The geometry in ORCA input format:
```
! RIJCOSX wB97M-V def2-TZVPD def2/J DEFGRID3
* xyz -2 1
Sc 0.144 0.518 0.582
C -2.348 -1.945 6.534
C -1.993 -0.909 5.499
C -2.862 0.110 5.139
C -2.553 0.997 4.125
C -1.365 0.902 3.357
N -1.094 1.582 2.195
C -1.953 2.552 1.696
C -3.356 2.485 1.802
C -4.180 3.567 1.560
C -3.640 4.788 1.184
C -4.479 6.032 1.073
C -2.289 4.797 0.864
C -1.456 3.689 0.996
C -0.103 3.629 0.245
O 0.069 2.418 -0.359
C -0.044 4.747 -0.872
F -1.173 4.893 -1.581
F 0.914 4.480 -1.772
F 0.226 5.979 -0.357
C 1.147 3.959 1.148
F 0.850 4.793 2.160
F 1.669 2.847 1.645
F 2.165 4.541 0.463
C -0.374 0.034 3.927
C -0.734 -0.875 4.912
C 1.096 0.223 3.526
O 1.349 0.247 2.188
C 2.026 -0.920 4.065
F 2.089 -1.089 5.411
F 1.640 -2.102 3.557
F 3.293 -0.712 3.677
C 1.559 1.532 4.285
F 1.541 1.347 5.630
F 0.787 2.595 4.067
F 2.823 1.881 3.971
H -3.431 -2.047 6.630
H -1.944 -2.924 6.266
H -1.951 -1.692 7.523
H -3.816 0.213 5.649
H -3.255 1.786 3.920
H -3.799 1.534 2.061
H -5.255 3.458 1.678
H -5.514 5.788 0.826
H -4.491 6.594 2.012
H -4.095 6.700 0.298
H -1.888 5.716 0.460
H -0.004 -1.584 5.276
Cl -6.774 -3.005 1.106
C -5.323 -2.071 0.775
C -5.406 -0.949 -0.067
C -4.296 -0.202 -0.341
C -3.002 -0.538 0.186
O -1.983 0.157 -0.099
C -2.971 -1.671 1.057
C -1.741 -2.072 1.683
O -0.647 -1.560 1.509
C -4.129 -2.415 1.338
H -6.365 -0.676 -0.492
H -4.368 0.670 -0.977
H -1.820 -2.918 2.393
H -4.060 -3.262 2.012
C -1.559 3.443 -4.045
Te -2.465 2.252 -2.519
C -4.296 2.191 -3.648
H -1.827 4.491 -3.930
H -1.894 3.063 -5.007
H -0.480 3.327 -3.974
H -4.448 3.170 -4.101
H -5.132 1.983 -2.981
H -4.258 1.428 -4.427
C 3.622 0.842 -4.899
C 2.502 0.907 -3.860
C 2.211 2.344 -3.430
C 1.230 0.243 -4.348
C 0.654 0.620 -5.557
C -0.519 0.030 -5.996
C -1.156 -0.918 -5.210
C -0.620 -1.311 -3.989
C -1.295 -2.366 -3.131
C -2.805 -2.432 -3.337
C -0.687 -3.751 -3.376
C 0.592 -0.739 -3.584
N 1.281 -1.299 -2.474
B 1.388 -0.963 -1.037
N 2.408 -1.960 -0.653
C 2.861 -2.689 -1.749
C 2.196 -2.290 -2.838
C 3.127 -2.210 0.550
C 4.184 -1.364 0.901
C 5.028 -1.760 1.931
C 4.826 -2.954 2.604
C 3.744 -3.754 2.276
C 2.870 -3.390 1.258
C 1.667 -4.256 0.935
C 0.803 -4.508 2.171
C 2.086 -5.584 0.299
C 4.441 -0.078 0.139
C 4.668 1.113 1.067
C 5.603 -0.260 -0.840
H 4.549 1.238 -4.477
H 3.380 1.433 -5.786
H 3.805 -0.187 -5.215
H 2.839 0.371 -2.972
H 1.844 2.941 -4.271
H 3.116 2.822 -3.044
H 1.457 2.365 -2.643
H 1.131 1.381 -6.165
H -0.954 0.326 -6.944
H -2.090 -1.349 -5.548
H -1.103 -2.091 -2.090
H -3.058 -2.881 -4.303
H -3.252 -1.440 -3.285
H -3.258 -3.046 -2.557
H -0.776 -4.021 -4.433
H -1.219 -4.502 -2.787
H 0.366 -3.784 -3.096
H 3.627 -3.442 -1.653
H 2.280 -2.635 -3.857
H 5.850 -1.116 2.223
H 5.498 -3.248 3.401
H 3.573 -4.675 2.824
H 1.057 -3.706 0.217
H 1.344 -5.085 2.927
H -0.090 -5.074 1.892
H 0.491 -3.565 2.617
H 2.717 -6.157 0.985
H 2.644 -5.424 -0.624
H 1.207 -6.190 0.063
H 3.544 0.140 -0.442
H 5.582 1.002 1.659
H 3.827 1.232 1.748
H 4.761 2.029 0.478
H 6.516 -0.542 -0.307
H 5.797 0.671 -1.381
H 5.379 -1.040 -1.571
*
```

=====

Record-wise F_max values, in Eh/bohr: 0.0588 0.0226